The following is a DFT calculation (ωB97M-V/def2-TZVPD) of one molecule with the formula C7H17N in a non-equilibrium geometry.

## Properties
Energy relative to the best compared isomer or geometry (same formula, charge and spin) in kcal per mole: 30.3
Electronic energy in eV: -9023.9118
Highest occupied orbital energy in eV: -8.65
LUMO level in eV: 1.1
Spin multiplicity: 1
Largest force on an atom in eV/A: 3.33
Frontier orbital gap in eV: 9.74

Element x y z (Å)
N1 -1.115 0.135 0.040
C1 -1.106 2.680 0.025
C2 -1.286 1.379 0.750
C3 0.354 -0.133 -0.369
C4 1.612 -1.518 -2.099
C5 -0.495 1.401 2.134
C6 0.448 -1.514 -1.050
C7 0.677 -2.546 0.039
H1 -1.026 0.698 2.778
H2 0.646 0.730 -0.957
H3 0.953 -0.096 0.551
H4 -0.517 2.408 2.554
H5 -0.177 2.840 -0.508
H6 1.539 -2.369 -2.747
H7 -1.263 -0.694 0.597
H8 -1.271 3.500 0.725
H9 1.402 -2.263 0.803
H10 -0.361 -1.618 -1.768
H11 1.550 -0.531 -2.597
H12 -1.973 2.753 -0.656
H13 -0.315 -2.775 0.536
H14 2.526 -1.522 -1.496
H15 -2.333 1.460 1.113
H16 0.527 1.073 2.014
H17 1.004 -3.478 -0.410

List of Mulliken charges in e, atom by atom: number 1, N, carries -0.3356; number 2, C, carries -1.4347; number 3, C, carries 0.4602; number 4, C, carries -0.6729; number 5, C, carries -1.5536; number 6, C, carries -1.2943; number 7, C, carries 0.6177; number 8, C, carries -1.3264; number 9, H, carries 0.3384; number 10, H, carries 0.3282; number 11, H, carries 0.1301; number 12, H, carries 0.3878; number 13, H, carries 0.3535; number 14, H, carries 0.4221; number 15, H, carries 0.2833; number 16, H, carries 0.3998; number 17, H, carries 0.3214; number 18, H, carries 0.2364; number 19, H, carries 0.3767; number 20, H, carries 0.3328; number 21, H, carries 0.3421; number 22, H, carries 0.3282; number 23, H, carries 0.1782; number 24, H, carries 0.3524; number 25, H, carries 0.4282